H20O10 | the ωB97M-V functional and the def2-TZVPD basis

```
! RIJCOSX wB97M-V def2-TZVPD def2/J DEFGRID3
* xyz 0 1
O -52.317 -28.338 3.849
H -51.578 -28.437 4.310
H -52.681 -29.183 4.047
O -52.117 -32.197 2.436
H -51.706 -32.905 2.062
H -51.656 -32.217 3.186
O -49.076 -30.324 2.074
H -48.945 -30.249 2.963
H -49.179 -31.229 2.042
O -53.424 -27.451 0.341
H -52.827 -27.811 -0.324
H -53.703 -28.131 0.930
O -53.618 -30.478 0.986
H -53.239 -31.220 1.460
H -54.449 -30.672 1.263
O -51.248 -28.061 -1.506
H -51.305 -27.064 -1.556
H -51.076 -28.392 -0.550
O -49.803 -31.840 -0.553
H -50.387 -31.116 -0.634
H -49.022 -31.454 -0.885
O -52.026 -26.664 1.490
H -51.908 -27.409 2.254
H -52.851 -26.857 1.059
O -51.454 -29.607 0.735
H -52.404 -30.041 0.913
H -51.183 -29.609 1.643
O -52.540 -32.335 -1.301
H -51.972 -32.861 -0.649
H -52.871 -31.524 -0.665
*
```

Output
HOMO level ... -8.2 eV
LUMO level ... -0.030 Ha
Electronic energy ... -764.17899 Eh
Energy above the lowest of the compared OMol25 structures with the same formula, charge and spin ... 190.09 kcal/mol